Record 1
{
  "formula": "C49H46N2O4P3PdS",
  "method": "wB97M-V/def2-TZVPD",
  "elements": ["Pd", "O", "S", "O", "O", "C", "C", "C", "C", "C", "C", "P", "C", "C", "C", "C", "C", "C", "C", "C", "C", "C", "C", "C", "H", "H", "H", "H", "H", "H", "H", "H", "H", "H", "H", "H", "H", "H", "C", "C", "P", "C", "C", "C", "C", "C", "C", "C", "C", "C", "C", "C", "C", "P", "C", "C", "C", "C", "C", "C", "C", "C", "C", "C", "C", "C", "H", "H", "H", "H", "H", "H", "H", "H", "H", "H", "H", "H", "H", "H", "H", "H", "H", "H", "H", "H", "H", "H", "H", "H", "N", "C", "N", "C", "C", "O", "C", "C", "H", "H", "H", "H", "H", "H", "H", "H"],
  "positions_angstrom": [[0.42557, -1.05970, 0.39920], [1.09313, -2.02752, 5.73061], [1.29623, -1.74424, 4.32506], [0.56539, -2.60972, 3.41614], [1.21225, -0.31121, 4.00008], [3.01604, -2.07746, 3.96462], [3.80667, -2.76414, 4.86884], [5.15652, -2.94969, 4.61623], [5.70229, -2.48035, 3.43624], [4.90515, -1.81911, 2.51251], [3.55201, -1.57514, 2.76018], [2.54627, -0.57565, 1.53164], [3.57764, -1.01743, 0.03838], [3.49411, -2.37575, -0.30486], [4.06234, -2.85935, -1.46791], [4.71122, -1.98712, -2.34025], [4.77781, -0.64083, -2.02855], [4.21528, -0.16027, -0.84852], [3.14478, 1.10464, 1.98463], [4.45931, 1.53654, 1.81424], [4.81722, 2.84551, 2.10597], [3.86926, 3.73982, 2.58468], [2.56633, 3.31030, 2.79237], [2.20961, 2.00456, 2.49257], [3.35043, -3.13650, 5.77758], [5.78471, -3.45653, 5.33965], [6.75643, -2.62588, 3.22897], [5.34409, -1.51035, 1.57432], [2.96256, -3.04474, 0.36429], [3.99713, -3.91445, -1.70789], [5.15894, -2.36160, -3.25405], [5.27022, 0.04702, -2.70756], [4.26199, 0.90099, -0.63681], [5.21448, 0.85399, 1.45123], [5.84237, 3.16653, 1.96153], [4.14725, 4.76419, 2.80140], [1.82521, 3.99646, 3.18361], [1.20144, 1.65188, 2.67497], [-2.18676, 0.81010, 1.84843], [-1.58259, -0.54581, 2.23151], [-2.19756, -2.20930, 1.65927], [-4.01205, -1.95946, 1.49824], [-4.68147, -1.17051, 2.43873], [-6.06434, -1.05563, 2.43384], [-6.81889, -1.76064, 1.50724], [-6.17533, -2.59281, 0.60037], [-4.79201, -2.69506, 0.59990], [-1.61673, -2.31209, -0.10613], [-2.36458, -1.94655, -1.23763], [-1.90835, -2.21053, -2.51521], [-0.68811, -2.85900, -2.70592], [0.05367, -3.26295, -1.61648], [-0.39853, -3.01546, -0.31253], [-2.61093, 1.16191, 0.05881], [-1.25344, 2.26234, -0.50718], [-1.53333, 3.30926, -1.39072], [-0.51530, 4.11222, -1.88168], [0.80308, 3.85811, -1.52135], [1.09519, 2.79058, -0.68797], [0.07626, 1.98923, -0.18497], [-3.91545, 2.41105, 0.47105], [-3.64559, 3.66755, 1.01617], [-4.67822, 4.48224, 1.45613], [-5.99674, 4.05143, 1.36725], [-6.27736, 2.80671, 0.82497], [-5.24198, 1.99508, 0.37749], [-1.50389, 1.59357, 2.19360], [-3.13588, 0.96433, 2.35854], [-1.52350, -0.60210, 3.32093], [-0.50689, -0.60158, 1.89761], [-4.11061, -0.65532, 3.20141], [-6.55430, -0.41086, 3.15367], [-7.89887, -1.67604, 1.50337], [-6.75738, -3.16849, -0.10987], [-4.30842, -3.35787, -0.10748], [-3.32365, -1.47029, -1.11632], [-2.51220, -1.92236, -3.36923], [-0.33089, -3.06006, -3.71056], [0.97873, -3.80502, -1.76749], [0.08182, -3.49571, 0.53622], [-2.55963, 3.50517, -1.68192], [-0.75027, 4.93370, -2.54882], [1.59845, 4.48820, -1.90208], [2.12416, 2.56736, -0.43393], [0.33833, 1.10852, 0.43123], [-2.62029, 4.00815, 1.09633], [-4.45387, 5.45309, 1.88237], [-6.79977, 4.68677, 1.72074], [-7.30290, 2.46346, 0.75794], [-5.46149, 1.01676, -0.03799], [1.22836, -0.23209, -1.76237], [1.04282, -0.12047, -2.89686], [0.76766, 0.01801, -4.18364], [1.64912, -0.47224, -5.22757], [0.78456, -1.06989, -6.32596], [-0.16928, -0.12875, -6.79143], [-1.04389, 0.28481, -5.74896], [-0.27451, 0.94061, -4.61533], [2.32407, -1.21841, -4.81009], [2.24147, 0.35200, -5.64399], [0.27301, -1.96026, -5.93902], [1.39258, -1.34840, -7.18597], [-1.59479, -0.58065, -5.35958], [-1.74322, 0.98975, -6.19600], [-0.93022, 1.15498, -3.77197], [0.17321, 1.87789, -4.96653]],
  "total_charge": -1,
  "homo_lumo_gap_ev": 6.17,
  "energy_ev": -104912.4719
}

Record 2
{
  "formula": "C49H47I2N3O29P",
  "method": "wB97M-V/def2-TZVPD",
  "elements": ["C", "C", "N", "C", "C", "C", "C", "C", "N", "C", "C", "O", "C", "O", "O", "N", "C", "I", "C", "C", "I", "P", "O", "O", "H", "H", "H", "H", "H", "H", "H", "H", "H", "H", "H", "H", "H", "H", "H", "H", "H", "H", "H", "H", "H", "H", "H", "C", "C", "C", "O", "C", "C", "C", "O", "O", "O", "H", "H", "H", "H", "C", "C", "C", "O", "C", "C", "C", "O", "O", "O", "H", "H", "H", "H", "C", "C", "C", "O", "C", "C", "C", "O", "O", "O", "H", "H", "H", "H", "C", "C", "C", "O", "C", "C", "C", "O", "O", "O", "H", "H", "H", "H", "C", "C", "C", "O", "C", "C", "C", "O", "O", "O", "H", "H", "H", "H", "C", "C", "C", "O", "C", "C", "C", "O", "O", "O", "H", "H", "H", "H"],
  "positions_angstrom": [[3.04569, -4.70873, 1.04463], [1.89752, -3.74813, 0.64794], [2.46050, -2.79338, -0.30919], [1.47316, -1.87332, -0.91030], [2.07835, -1.22989, -2.18385], [2.98946, -2.12531, -3.08148], [4.44160, -1.60605, -3.11223], [5.26823, -1.91480, -1.85637], [5.42381, -0.68977, -1.03116], [5.54323, -0.88135, 0.34352], [6.24944, -2.09379, 0.91907], [5.08323, -0.05310, 1.11179], [1.30326, -0.67125, 0.10186], [1.20484, -0.93176, 1.32082], [1.25974, 0.47992, -0.35984], [0.14092, -2.50532, -1.07438], [-0.94664, -1.61306, -0.96424], [-1.36852, -0.16265, -2.46909], [-1.71853, -1.70671, 0.11692], [-1.42817, -2.70037, 1.21370], [-3.40120, -0.45070, 0.42158], [-0.05316, -3.64811, -2.35662], [0.09828, -2.94375, -3.86527], [1.08665, -4.82908, -2.15069], [3.47403, -5.09147, 0.10884], [3.83560, -4.20525, 1.59805], [2.63891, -5.57995, 1.56093], [1.11113, -4.38611, 0.24561], [1.54262, -3.30703, 1.58197], [3.10965, -2.21021, 0.20797], [2.70513, -0.39535, -1.88090], [1.32210, -0.81052, -2.83870], [2.63032, -2.01781, -4.11057], [2.94174, -3.18824, -2.84919], [4.38342, -0.53434, -3.31285], [4.91860, -2.07352, -3.97725], [6.27067, -2.17635, -2.21639], [4.90835, -2.77417, -1.29809], [4.72578, 0.01644, -1.24045], [6.26534, -2.95646, 0.25769], [7.28058, -1.78735, 1.10535], [5.79749, -2.32946, 1.87596], [-1.06504, -3.61004, 0.74594], [-2.32744, -2.88047, 1.79237], [-0.64052, -2.25956, 1.82892], [0.79038, -3.39545, -4.36958], [1.91387, -4.50407, -1.74544], [-6.37749, 3.98460, -0.24772], [-6.58840, 5.10229, -0.94959], [-6.07092, 5.26977, -2.34770], [-6.31973, 6.30985, -2.93254], [-5.29837, 4.18783, -2.92877], [-5.07849, 3.06353, -2.22874], [-5.62223, 2.88641, -0.83826], [-5.40792, 1.83960, -0.26545], [-4.37541, 2.05342, -2.71797], [-7.27069, 6.13882, -0.45967], [-6.74870, 3.85328, 0.75904], [-4.91586, 4.32849, -3.92952], [-4.34992, 1.36039, -2.02561], [-7.27471, 6.80775, -1.17074], [-3.39940, -2.93123, 7.35174], [-3.27502, -2.35915, 6.14525], [-3.64034, -3.09026, 4.88541], [-3.52269, -2.50876, 3.82804], [-4.11402, -4.46403, 4.99931], [-4.23319, -5.03247, 6.20411], [-3.89373, -4.29237, 7.46466], [-4.04367, -4.86559, 8.52939], [-4.65914, -6.28483, 6.36616], [-2.82656, -1.12182, 5.98672], [-3.14197, -2.41505, 8.26554], [-4.35787, -4.98646, 4.08493], [-4.65260, -6.44225, 7.32864], [-2.83284, -0.95178, 5.02367], [3.75014, 3.92445, -2.89645], [3.34248, 5.03907, -3.50400], [1.92228, 5.49943, -3.43835], [1.63053, 6.54410, -4.00801], [0.97147, 4.69079, -2.71512], [1.35026, 3.55241, -2.08923], [2.80399, 3.10062, -2.13553], [3.15257, 2.09623, -1.56704], [0.45365, 2.83267, -1.44033], [4.16992, 5.82022, -4.21010], [4.77686, 3.58619, -2.93848], [-0.05293, 5.03444, -2.69672], [0.89185, 2.03484, -1.02023], [3.61471, 6.55342, -4.53489], [-8.52998, 8.55729, 2.01029], [-8.57650, 9.87347, 1.77092], [-9.61715, 10.75387, 2.39896], [-9.59367, 11.94551, 2.15503], [-10.60792, 10.13545, 3.26745], [-10.56315, 8.81847, 3.50425], [-9.50603, 7.94193, 2.89688], [-9.51308, 6.75743, 3.16869], [-11.44405, 8.20323, 4.28742], [-7.70934, 10.48360, 0.96719], [-7.78335, 7.91378, 1.56450], [-11.36272, 10.77611, 3.70086], [-11.18422, 7.26226, 4.28929], [-7.96156, 11.42571, 0.96915], [10.17244, 1.71987, -1.98644], [10.54682, 2.66149, -2.85780], [9.55194, 3.38915, -3.71073], [9.96451, 4.24892, -4.47012], [8.15165, 3.02966, -3.59190], [7.76429, 2.08206, -2.72179], [8.76232, 1.36908, -1.84459], [8.36878, 0.53365, -1.06003], [6.49145, 1.73412, -2.59653], [11.82095, 3.01717, -3.02657], [10.88232, 1.19177, -1.36568], [7.44807, 3.55130, -4.22549], [6.43095, 1.03106, -1.91222], [11.80921, 3.71429, -3.70901], [0.78329, -9.50023, 0.23981], [0.79534, -8.16719, 0.09085], [-0.22696, -7.29063, 0.75685], [-0.15078, -6.08980, 0.60282], [-1.26482, -7.93048, 1.55526], [-1.27574, -9.26035, 1.69762], [-0.23761, -10.13287, 1.05585], [-0.29737, -11.33568, 1.24275], [-2.20169, -9.89616, 2.41492], [1.70057, -7.54276, -0.64672], [1.51439, -10.14094, -0.23214], [-2.00576, -7.29214, 2.01561], [-1.97652, -10.84313, 2.35458], [1.48038, -6.59103, -0.59315]],
  "e_above_lowest_kj_mol": 0.0,
  "total_charge": -1,
  "homo_lumo_gap_ev": 5.02,
  "energy_ev": -140913.4003
}